The following is a quantum chemistry calculation of a structure of composition C33H33BMoN11PS2 at a distorted geometry, from the Open Molecules 2025 dataset.

Positions of all 82 atoms, in Å:
Mo 0.40 -1.09 0.01
C 4.49 -2.76 0.73
C 3.29 -2.62 -0.04
N 2.55 -1.66 0.54
N 3.24 -1.17 1.60
C 4.42 -1.79 1.72
B 2.57 -0.05 2.49
N 2.27 1.15 1.57
C 2.52 2.47 1.79
C 1.83 3.18 0.81
C 1.14 2.21 0.02
N 1.42 0.99 0.53
N 1.23 -0.64 3.03
C 0.82 -0.74 4.33
C -0.40 -1.46 4.36
C -0.73 -1.71 3.01
N 0.33 -1.27 2.24
N 3.53 0.29 3.56
C 3.88 -0.44 4.70
C 5.11 0.02 5.22
C 5.41 1.12 4.40
N 4.52 1.23 3.36
H 5.31 -3.44 0.52
H 2.93 -3.04 -0.98
H 5.15 -1.54 2.48
H 3.13 2.81 2.59
H 1.82 4.25 0.60
H 0.48 2.28 -0.84
H 1.41 -0.34 5.12
H -0.86 -1.98 5.19
H -1.63 -2.09 2.51
H 3.26 -1.28 5.06
H 5.65 -0.30 6.11
H 6.31 1.76 4.33
C -0.13 -0.51 -5.61
N 0.48 -0.61 -4.26
C 1.89 -0.38 -3.96
C 2.03 -0.49 -2.62
N 0.78 -0.73 -2.06
C -0.14 -0.80 -3.02
H -0.01 0.53 -5.98
H -1.22 -0.72 -5.58
H 0.31 -1.15 -6.38
H 2.66 -0.18 -4.69
H 2.92 -0.40 -2.01
H -1.17 -1.05 -2.85
S -3.83 -0.58 -2.44
P -3.04 0.81 -1.26
S -1.60 0.21 0.18
C -2.61 2.19 -2.33
C -1.30 2.42 -2.78
C -1.04 3.58 -3.54
C -2.08 4.40 -4.03
C -3.38 4.09 -3.67
C -3.62 3.01 -2.80
C -4.11 1.63 -0.01
C -3.69 2.76 0.66
C -4.53 3.38 1.58
C -5.82 2.90 1.76
C -6.22 1.71 1.14
C -5.39 1.09 0.19
H -0.55 1.65 -2.57
H -0.05 3.87 -3.84
H -1.93 5.21 -4.75
H -4.21 4.65 -4.07
H -4.66 2.78 -2.57
H -2.67 3.12 0.48
H -4.21 4.25 2.17
H -6.51 3.44 2.39
H -7.21 1.36 1.34
H -5.76 0.21 -0.37
C -0.39 -5.76 -0.14
C 0.45 -5.11 -1.10
C 0.39 -3.76 -1.30
N -0.37 -2.98 -0.48
C -1.38 -3.54 0.22
C -1.36 -4.93 0.46
H -0.25 -6.80 0.10
H 1.13 -5.67 -1.69
H 0.99 -3.29 -2.13
H -2.19 -2.86 0.49
H -2.19 -5.30 1.06

* <S²>: 3.794
* largest force on an atom: 0.0733 hartree/bohr
* energy above the lowest of the compared OMol25 structures with the same formula, charge and spin: 0.000 eV
* total charge: +3
* calculated total energy: -3109.573839 Eh
* 2S+1: 4
* HOMO-LUMO gap (spin up / spin down): 4.114 / 3.497 eV